# 1
Molecular formula: CH2BrCl
Method: DFT, wB97M-V/def2-TZVPD

Structure (XYZ):
```
5
Properties=species:S:1:pos:R:3
C 2.674 0.430 0.269
Cl 3.694 1.592 -0.255
Br 3.387 -1.286 0.051
H 0.847 -0.992 0.708
H 0.328 -1.602 0.425
```

Calculated values
HOMO   -0.34755 Eh

Atom charges from the Mulliken analysis, given in e for atoms 1 to 4: C -0.0746; Cl 0.0108; Br 0.0147; H -0.2018

# 2
Molecular formula: CH2BrClFNO2S
Method: DFT, wB97M-V/def2-TZVPD

Structure (XYZ):
```
10
Properties=species:S:1:pos:R:3
C -1.001 0.672 0.514
N 1.553 0.550 -0.033
O -0.103 -0.516 -1.593
O 0.439 -1.556 0.638
F -1.137 0.764 1.814
S 0.228 -0.442 -0.215
Cl -2.186 -2.337 -0.187
Br -1.964 1.790 -0.527
H 2.298 0.103 0.477
H 1.873 0.972 -0.888
```

Calculated values
HOMO (spin up / spin down)   -0.32108 / -0.32091 Eh

Atom charges from the Mulliken analysis, given in e for atoms 1 to 4: C 0.4030; N -0.4937; O -0.4463; O -0.4245

# 3
Molecular formula: CH2BrFO2S
Method: DFT, wB97M-V/def2-TZVPD

Structure (XYZ):
```
8
Properties=species:S:1:pos:R:3
C 0.378 1.195 0.380
O 2.143 1.178 2.576
O 2.577 -0.839 1.347
F 0.186 0.494 -0.660
S 1.643 0.163 1.726
Br 0.080 -0.887 2.869
H -0.452 1.370 1.165
H 0.831 2.193 -0.016
```

Calculated values
HOMO   -0.40269 Eh

Atom charges from the Mulliken analysis, given in e for atoms 1 to 4: C -0.1537; O -0.4732; O -0.4819; F -0.1927

# 4
Molecular formula: CH2BrI
Method: DFT, wB97M-V/def2-TZVPD

Structure (XYZ):
```
5
Properties=species:S:1:pos:R:3
C -0.113 -0.847 -0.826
Br -1.704 -0.979 -1.725
I 0.780 -2.663 -0.156
H -1.068 0.283 0.922
H 0.631 -0.245 -1.437
```

Calculated values
HOMO (spin up / spin down)   -0.32569 / -0.36572 Eh

Atom charges from the Mulliken analysis, given in e for atoms 1 to 4: C -0.5070; Br 0.0234; I 0.1049; H 0.0834

# 5
Molecular formula: CH2BrI
Method: DFT, wB97M-V/def2-TZVPD

Structure (XYZ):
```
5
Properties=species:S:1:pos:R:3
C -0.818 0.066 0.090
Br -1.527 -1.474 -0.640
I -1.598 1.828 -0.609
H 2.324 -0.295 0.474
H 1.619 -0.125 0.684
```

Calculated values
Multiplicity   3
<S²>   2.0119
HOMO (spin up / spin down)   -0.30504 / -0.36870 Eh

Atom charges from the Mulliken analysis, given in e for atoms 1 to 4: C -0.1516; Br -0.0149; I 0.1523; H 0.2063

# 6
Molecular formula: CH2BrO2S
Method: DFT, wB97M-V/def2-TZVPD

Structure (XYZ):
```
7
Properties=species:S:1:pos:R:3
C -0.173 -0.639 -0.060
O -0.060 1.987 -0.851
O 0.135 1.428 1.594
S 0.583 1.176 0.263
Br 1.318 -1.610 -0.785
H -0.447 -1.364 0.798
H -1.355 -0.978 -0.959
```

Calculated values
HOMO   -0.13702 Eh
Charge   -1

Atom charges from the Mulliken analysis, given in e for atoms 1 to 4: C -0.5549; O -0.6085; O -0.5463; S 0.4704

# 7
Molecular formula: CH2BrO3P
Method: DFT, wB97M-V/def2-TZVPD

Structure (XYZ):
```
8
Properties=species:S:1:pos:R:3
C 2.131 -0.192 -0.389
O -2.034 0.565 1.397
O -3.171 1.307 -0.774
O -2.148 -1.074 -0.586
P -2.457 0.257 0.026
Br 4.135 0.002 0.013
H 1.825 0.319 0.492
H 1.720 -1.185 -0.180
```

Calculated values
HOMO   0.02954 Eh
Charge   -2

Atom charges from the Mulliken analysis, given in e for atoms 1 to 4: C -0.5902; O -0.6262; O -0.6667; O -0.6363

# 8
Molecular formula: CH2BrO3S
Method: DFT, wB97M-V/def2-TZVPD

Structure (XYZ):
```
8
Properties=species:S:1:pos:R:3
C -1.025 -0.598 1.455
O 0.527 -0.058 -2.312
O 0.098 2.083 -1.188
O 2.026 0.731 -0.438
S 0.739 0.737 -1.119
Br -1.346 -2.418 1.318
H 0.123 -0.340 1.763
H -1.141 -0.137 0.521
```

Calculated values
HOMO (spin up / spin down)   -0.11885 / -0.20107 Eh
Charge   -1

Atom charges from the Mulliken analysis, given in e for atoms 1 to 4: C -0.3453; O -0.5155; O -0.5472; O -0.5148

# 9
Molecular formula: CH2BrP
Method: DFT, wB97M-V/def2-TZVPD

Structure (XYZ):
```
5
Properties=species:S:1:pos:R:3
C 1.051 -0.228 0.028
P -0.140 -1.198 0.017
Br 2.570 1.158 -0.050
H -1.898 0.204 -0.376
H -1.584 0.064 0.381
```

Calculated values
HOMO   -0.34639 Eh

Atom charges from the Mulliken analysis, given in e for atoms 1 to 4: C 0.2941; P -0.2771; Br -0.0847; H 0.1086

# 10
Molecular formula: CH2BrP
Method: DFT, wB97M-V/def2-TZVPD

Structure (XYZ):
```
5
Properties=species:S:1:pos:R:3
C 1.647 0.165 0.443
P 1.850 0.726 -0.971
Br -2.826 -0.072 -0.042
H 1.150 -0.317 1.295
H -1.821 -0.502 -0.725
```

Calculated values
HOMO   -0.38129 Eh

Atom charges from the Mulliken analysis, given in e for atoms 1 to 4: C -0.0640; P -0.2681; Br -0.1743; H 0.3428

What did the third record say?
Molecular formula: CH2BrFO2S
Method: DFT, wB97M-V/def2-TZVPD

Structure (XYZ):
```
8
Properties=species:S:1:pos:R:3
C 0.378 1.195 0.380
O 2.143 1.178 2.576
O 2.577 -0.839 1.347
F 0.186 0.494 -0.660
S 1.643 0.163 1.726
Br 0.080 -0.887 2.869
H -0.452 1.370 1.165
H 0.831 2.193 -0.016
```

Calculated values
HOMO   -0.40269 Eh

Atom charges from the Mulliken analysis, given in e for atoms 1 to 4: C -0.1537; O -0.4732; O -0.4819; F -0.1927

- Number 9 is which compound?
  CH2BrP